No. 1
A cluster of 2 separate species, C35H32Br3Cl2F7O5 in total at a distorted geometry. Source: the OMol25 dataset; level of theory: the ωB97M-V functional and the def2-TZVPD basis.

Properties
- HOMO energy: -8.532 eV
- Largest force on an atom: 0.086 Eh/bohr
- HOMO-LUMO gap: 6.831 eV
- 2S+1: 1

Positions of all 84 atoms, in Å:
C 3.500 -1.900 3.745
C 4.257 -0.916 3.015
C 4.532 -0.963 1.439
C 3.216 -0.696 0.549
C 2.193 -1.870 0.288
C 2.445 -3.320 0.946
C 0.924 -1.660 -0.611
C 0.648 -0.257 -1.284
C 1.624 0.903 -1.001
C 1.365 2.376 -1.626
C 0.849 3.295 -0.412
C -0.274 4.369 -0.803
F -0.532 4.493 -2.200
Br -1.924 3.906 0.261
C 0.133 5.869 -0.292
F 0.668 5.877 1.018
F -1.117 6.600 -0.250
Br 1.249 6.771 -1.650
C 2.903 0.706 -0.100
C 3.967 1.874 0.181
C 3.746 2.457 1.682
C 4.698 3.742 1.884
F 4.454 5.010 1.297
C 5.853 3.561 2.668
F 6.160 2.348 3.335
F 6.802 4.608 2.794
C -0.647 -0.176 -2.216
O -0.644 0.420 -3.323
C -1.941 -0.946 -1.680
C -3.367 -0.385 -1.853
C -3.718 1.007 -2.535
C -4.310 2.106 -1.542
O -4.341 1.989 -0.298
O -4.869 3.279 -2.161
C -4.563 -1.263 -1.323
C -6.076 -0.752 -1.512
Cl -6.895 -0.774 -3.171
C -6.864 -0.284 -0.434
C -6.360 -0.230 1.077
Cl -8.593 0.267 -0.772
C -4.339 -2.646 -0.646
F -5.490 -3.370 -0.240
C -2.870 -3.187 -0.484
C -2.699 -4.631 0.190
C -2.350 -4.594 1.763
C -2.377 -3.134 2.423
Br -1.643 -3.332 4.295
C -1.669 -2.342 -0.996
C -0.136 -2.839 -0.882
O 0.156 -4.056 -0.964
H 3.856 -2.980 3.824
H 2.555 -1.540 4.271
H 4.713 -0.050 3.619
H 5.372 -0.204 1.221
H 4.980 -1.990 1.144
H 1.692 -3.585 1.761
H 2.391 -4.104 0.100
H 3.486 -3.421 1.403
H 0.679 2.344 -2.534
H 2.380 2.801 -1.976
H 1.766 3.811 0.067
H 0.418 2.614 0.411
H 5.045 1.473 0.060
H 3.876 2.761 -0.534
H 2.648 2.810 1.776
H 3.889 1.666 2.490
H -2.867 1.490 -3.121
H -4.551 0.789 -3.311
H -4.414 4.083 -1.825
H -5.654 0.638 1.304
H -7.294 -0.066 1.738
H -5.805 -1.198 1.331
H -3.735 -5.139 0.101
H -1.987 -5.324 -0.399
H -1.332 -5.092 1.968
H -3.129 -5.249 2.312
H -1.705 -2.395 1.874
H -3.444 -2.732 2.530
C 3.064 -1.473 -3.289
O 4.315 -1.420 -2.617
H 2.458 -0.626 -2.971
H 3.224 -1.418 -4.369
H 2.548 -2.402 -3.033
H 4.831 -2.180 -2.915

***

No. 2
A cluster of 10 separate species, C30H30F10O30 in total at a distorted geometry. Source: the OMol25 dataset; level of theory: the ωB97M-V functional and the def2-TZVPD basis.

Properties
- HOMO energy: -10.771 eV
- Largest force on an atom: 0.142 Eh/bohr
- Relative energy (zero: lowest compared OMol25 entry of this formula, charge and spin): 684.45 kJ/mol
- HOMO-LUMO gap: 10.668 eV
- 2S+1: 1

Positions of all 100 atoms, in Å:
O -2.000 -3.173 -7.494
C -2.740 -3.158 -8.493
O -3.598 -4.193 -8.690
C -3.790 -4.264 -10.062
C -3.674 -2.813 -10.506
F -4.817 -2.237 -10.331
O -2.735 -2.405 -9.522
H -3.055 -4.945 -10.490
H -4.756 -4.679 -10.351
H -3.327 -2.695 -11.532
O -3.710 -10.631 0.145
C -3.586 -9.648 -0.610
O -2.410 -9.116 -1.061
C -2.617 -7.911 -1.738
C -4.145 -7.935 -2.068
F -4.271 -8.505 -3.285
O -4.630 -8.811 -1.023
H -2.287 -7.065 -1.136
H -2.035 -8.035 -2.651
H -4.578 -6.936 -2.123
O 1.941 0.047 3.138
C 1.406 0.149 2.024
O 1.625 1.047 0.959
C 0.626 0.885 -0.085
C -0.160 -0.338 0.402
F 0.039 -1.332 -0.453
O 0.401 -0.697 1.632
H 0.063 1.790 -0.313
H 1.113 0.657 -1.033
H -1.242 -0.255 0.509
O 7.593 0.346 8.338
C 6.843 -0.464 8.816
O 6.934 -1.797 8.659
C 6.073 -2.408 9.558
C 5.085 -1.301 9.840
F 4.594 -1.305 11.135
O 5.831 -0.112 9.620
H 5.570 -3.288 9.157
H 6.590 -2.666 10.482
H 4.282 -1.306 9.103
O 8.084 7.621 6.896
C 7.026 7.105 6.454
O 6.834 6.482 5.319
C 5.545 5.922 5.267
C 4.811 6.735 6.334
F 3.895 6.029 6.980
O 5.910 7.209 7.203
H 4.974 5.928 4.338
H 5.556 4.878 5.581
H 4.312 7.618 5.937
O 6.042 -5.743 3.074
C 5.953 -5.382 1.903
O 6.759 -4.514 1.303
C 6.243 -4.179 0.022
C 5.366 -5.406 -0.233
F 6.154 -6.278 -0.805
O 4.931 -5.830 1.030
H 5.544 -3.343 0.056
H 6.912 -3.905 -0.794
H 4.642 -5.211 -1.024
O -1.693 -7.396 9.233
C -1.104 -6.995 8.240
O 0.199 -6.962 7.982
C 0.458 -6.191 6.861
C -0.841 -5.937 6.214
F -0.945 -6.480 5.055
O -1.803 -6.414 7.190
H 0.951 -5.294 7.236
H 1.085 -6.702 6.130
H -1.042 -4.870 6.113
O -7.321 6.153 -0.667
C -7.571 4.980 -0.599
O -8.857 4.466 -0.668
C -8.821 3.112 -1.158
C -7.380 2.743 -0.716
F -6.783 2.072 -1.719
O -6.720 3.950 -0.412
H -9.602 2.575 -0.620
H -8.863 3.143 -2.247
H -7.434 2.208 0.232
O -2.545 4.441 -6.354
C -3.390 5.073 -7.044
O -3.038 5.948 -8.119
C -4.124 6.018 -8.952
C -5.235 5.760 -7.941
F -6.168 5.077 -8.391
O -4.681 4.900 -6.999
H -4.277 7.059 -9.235
H -4.212 5.348 -9.807
H -5.672 6.647 -7.482
O 2.868 7.464 -5.460
C 2.360 8.046 -4.541
O 1.295 8.904 -4.755
C 1.071 9.524 -3.545
C 1.524 8.549 -2.421
F 0.489 7.673 -2.126
O 2.563 7.929 -3.178
H 1.559 10.496 -3.471
H 0.006 9.705 -3.688
H 1.755 9.046 -1.479

***

- Which value of 2S+1 does entry 2 give?
  1